Molecular formula: C44H36BrIrN5O2P2S
Method: DFT, ωB97M-V/def2-TZVPD

Structure (ORCA input):
```
! wB97M-V def2-TZVPD RIJCOSX def2/J DEFGRID3
* xyz 1 5
Ir -0.2732 0.2085 0.3632
N 0.0049 -6.3705 4.0572
C -0.2027 -5.5949 2.9476
C -1.2884 -4.7086 2.8921
C -1.4798 -3.9067 1.7879
C -0.5860 -3.9702 0.7239
C 0.4971 -4.8422 0.7584
C 0.6872 -5.6422 1.8639
S -0.8510 -2.9117 -0.6572
O -0.7201 -3.6118 -1.8950
O -2.1537 -2.2817 -0.4010
N 0.1862 -1.6536 -0.5672
C 1.5344 -1.7426 -0.7433
N 2.1411 -0.5419 -0.6907
C 3.4623 -0.5226 -0.8110
C 4.1989 -1.6765 -1.0140
C 3.4754 -2.8583 -1.0739
N 2.1567 -2.9051 -0.9329
H -0.7598 -6.4924 4.6967
H 0.6348 -7.1492 3.9789
H -1.9882 -4.6697 3.7180
H -2.3354 -3.2477 1.7295
H 1.1756 -4.8806 -0.0802
H 1.5246 -6.3283 1.8993
H 3.9369 0.4512 -0.7493
H 5.2728 -1.6579 -1.1185
H 3.9674 -3.8121 -1.2311
N -1.8518 1.9011 -1.4663
P -2.2428 0.2369 -0.9272
C -3.2481 -0.1655 -2.4011
C -3.2635 -1.3805 -3.0754
C -4.1880 -1.5947 -4.0892
C -5.0875 -0.6046 -4.4457
C -5.0665 0.6166 -3.7864
C -4.1569 0.8363 -2.7667
C -3.4325 0.1710 0.4338
C -4.7803 -0.0263 0.3163
C -5.5865 -0.2376 1.4421
C -5.0148 -0.2475 2.7316
C -3.6865 -0.0557 2.9140
C -2.7319 0.0815 1.7672
P -0.2027 2.1749 -1.1393
C 0.2927 3.3406 -2.4569
C -0.5633 4.3755 -2.8297
C -0.1565 5.2896 -3.7877
C 1.1019 5.1797 -4.3659
C 1.9520 4.1484 -3.9970
C 1.5471 3.2244 -3.0447
C -0.0389 3.2235 0.3386
C -1.1928 3.7350 1.1370
C -0.7322 4.4573 2.3689
C 0.5686 4.6014 2.7181
C 1.6010 4.0586 1.9268
C 1.2584 3.3670 0.7587
H -2.1369 2.1399 -2.4092
H -2.5616 -2.1559 -2.8176
H -4.2080 -2.5513 -4.5943
H -5.8076 -0.7802 -5.2339
H -5.7677 1.3966 -4.0522
H -4.1812 1.7766 -2.2312
H -5.2439 -0.0287 -0.6607
H -6.6476 -0.4063 1.3223
H -5.6607 -0.3981 3.5880
H -3.2578 -0.1096 3.9053
H -2.1678 -0.8720 1.7740
H -1.5356 4.4748 -2.3612
H -0.8209 6.0912 -4.0821
H 1.4161 5.8990 -5.1104
H 2.9280 4.0604 -4.4556
H 2.2020 2.4096 -2.7585
H -1.7599 4.4598 0.5283
H -1.5040 4.9030 2.9801
H 0.8229 5.1350 3.6257
H 2.6364 4.1903 2.2078
H 2.0450 2.9355 0.1430
Br 1.3057 -0.0752 2.3668
C 0.1807 0.8325 3.6376
C 0.6501 0.9315 4.9360
C -0.1113 1.6175 5.8626
C -1.2957 2.2144 5.4641
C -1.7460 2.1114 4.1529
C -2.9865 2.7701 3.7461
C -3.2281 2.9972 2.4597
C -2.2357 2.5719 1.4171
C -1.5964 1.2101 1.8042
C -1.0120 1.3700 3.1950
H 1.5951 0.4826 5.2111
H 0.2260 1.6927 6.8873
H -1.8847 2.7798 6.1759
H -3.6809 3.0742 4.5204
H -4.1273 3.5048 2.1297
H -2.7764 2.4380 0.4921
*
```

Calculated values
Frontier orbital gap (alpha / beta), eV: 6.241 / 6.233
Max |F|, eV/A: 1.84
Relative energy (zero: lowest compared OMol25 entry of this formula, charge and spin), eV: 1.766
<S²>: 6.087
DFT total energy, eV: -160043.386


Molecular formula: C44H36F22N4O4
Method: DFT, ωB97M-V/def2-TZVPD

Structure (ORCA input):
```
! wB97M-V def2-TZVPD RIJCOSX def2/J DEFGRID3
* xyz 0 1
C 5.2290 -2.0833 -0.6004
C 4.2070 -2.8917 -0.3091
C 2.8158 -2.5638 -0.6748
N 2.6229 -1.4834 -1.3861
C 1.3524 -1.1752 -1.7476
C 1.1291 0.0208 -2.4843
C 2.3107 0.8825 -2.8464
C 2.7320 0.6642 -4.2872
O 3.3386 1.4754 -4.9363
C -0.1497 0.3214 -2.8680
C -0.4865 1.5667 -3.6736
F 0.1296 1.5042 -4.8921
F -1.8368 1.5826 -3.9347
C -0.1565 2.8642 -2.9727
C -0.6795 3.1115 -1.7138
C -0.3720 4.2790 -1.0363
C 0.4754 5.2072 -1.6119
C 0.9840 4.9641 -2.8802
C 1.9046 5.9904 -3.4737
F 1.3701 7.2267 -3.4535
F 2.2665 5.7085 -4.7304
F 3.0482 6.0690 -2.7515
C 0.6785 3.8019 -3.5634
C -1.2171 -0.5530 -2.5363
C -1.0282 -1.7042 -1.8322
C -2.1535 -2.6499 -1.4822
C -3.3118 -2.6812 -2.4927
C -4.4787 -1.7566 -2.1640
F -4.0439 -0.7526 -1.3454
F -4.9389 -1.1618 -3.2922
C -5.6506 -2.4507 -1.3952
F -5.7013 -3.7622 -1.7265
F -5.3770 -2.3971 -0.0778
C -7.0921 -1.9180 -1.6461
F -7.4034 -2.0759 -2.9426
F -7.9142 -2.7224 -0.9297
C -7.3967 -0.4768 -1.1761
F -6.5105 0.3857 -1.6941
F -7.2469 -0.4272 0.1657
C -8.8400 0.0318 -1.5459
F -8.7074 0.8749 -2.5880
F -9.6602 -0.9558 -1.9360
C -9.5522 0.8445 -0.4249
F -10.6128 1.4202 -1.0259
F -8.7629 1.8457 0.0025
C -10.1081 0.0054 0.7852
F -9.6739 -1.2635 0.7536
F -11.4515 -0.0248 0.7011
C -9.7796 0.5956 2.1856
F -10.3786 1.7658 2.3611
F -10.2431 -0.2629 3.0983
F -8.4696 0.7153 2.3761
C 0.2865 -2.0256 -1.4055
N 0.4865 -3.1539 -0.6719
C 1.7078 -3.4015 -0.2993
C 1.9036 -4.6316 0.5576
C 1.9349 -4.2298 2.0365
O 0.8953 -4.1683 2.6553
C 3.2369 -3.9451 2.7201
C 4.0059 -4.9910 3.2170
C 5.2132 -4.7343 3.8459
C 5.6884 -3.4390 3.9800
C 4.9090 -2.3951 3.4970
C 3.6969 -2.6457 2.8816
H 5.0551 -1.0300 -0.7709
H 6.2254 -2.4978 -0.6642
H 4.4123 -3.7949 0.2510
H 3.1795 0.6006 -2.2514
H 2.1213 1.9403 -2.6789
H 2.4506 -0.3101 -4.7337
H -1.3311 2.3865 -1.2403
H -0.7761 4.4539 -0.0499
H 0.7390 6.1037 -1.0725
H 1.0876 3.6049 -4.5440
H -2.2038 -0.2873 -2.8792
H -2.5039 -2.4826 -0.4636
H -1.7209 -3.6490 -1.4809
H -2.9306 -2.3243 -3.4511
H -3.6403 -3.7014 -2.6587
H 2.8062 -5.1650 0.2653
H 1.0183 -5.2545 0.4619
H 3.6760 -6.0195 3.1306
H 5.7927 -5.5578 4.2430
H 6.6466 -3.2695 4.4550
H 5.2811 -1.3849 3.6062
H 3.1085 -1.8099 2.5213
C -2.7116 9.4138 1.5777
N -1.7493 8.3290 1.5469
C -0.9415 7.9511 0.5251
C -1.0278 8.7386 -0.7614
O -0.1778 7.0048 0.6554
H -2.4532 10.1224 2.3660
H -3.7107 9.0243 1.7786
H -2.7278 9.9394 0.6294
H -1.6420 7.7639 2.3746
H -0.3270 8.3183 -1.4764
H -2.0326 8.6820 -1.1812
H -0.7691 9.7841 -0.5911
C 11.1348 -5.0996 4.1440
N 9.7531 -4.7716 4.4394
C 9.1863 -4.5299 5.6493
C 10.0777 -4.6043 6.8656
O 7.9966 -4.2632 5.7358
H 11.5656 -4.3487 3.4799
H 11.1931 -6.0705 3.6496
H 11.7232 -5.1372 5.0540
H 9.1049 -4.7074 3.6699
H 9.4767 -4.3880 7.7429
H 10.5078 -5.6010 6.9694
H 10.8832 -3.8722 6.8002
*
```

Calculated values
Frontier orbital gap, eV: 8.103
Max |F|, eV/A: 0.76
SMILES string: C=Cc1nc2c(CC=O)c(C(F)(F)c3cccc(C(F)(F)F)c3)cc(CCC(F)(F)C(F)(F)C(F)(F)C(F)(F)C(F)(F)C(F)(F)C(F)(F)C(F)(F)F)c2nc1CC(=O)c1ccccc1.CNC(C)=O.CNC(C)=O
DFT total energy, eV: -120148.864


Molecular formula: C44H36N5O2S4Ti
Method: DFT, ωB97M-V/def2-TZVPD

Structure (ORCA input):
```
! wB97M-V def2-TZVPD RIJCOSX def2/J DEFGRID3
* xyz 1 1
Ti 0.3969 -0.1861 0.1596
C 3.8057 0.0487 2.7403
C 4.8363 -0.6299 2.0844
C 4.5453 -1.3419 0.9539
C 3.2386 -1.3759 0.4441
N 2.2561 -0.6641 1.0517
C 2.5564 -0.0010 2.1943
N 3.0756 -2.1600 -0.6884
C 1.9141 -2.4125 -1.1618
N 0.7103 -2.0021 -0.6166
C -0.3306 -2.6484 -1.2733
N -1.5557 -2.7158 -0.9033
C -1.8616 -2.3847 0.4188
C -3.0763 -2.8781 0.9013
C -3.3352 -2.8399 2.2491
C -2.3693 -2.3168 3.1046
C -1.2397 -1.7690 2.5493
N -0.9874 -1.7557 1.2278
C 0.2454 -3.3706 -2.4294
C -0.3587 -4.1171 -3.4203
C 0.4755 -4.7346 -4.3463
C 1.8636 -4.6241 -4.2538
C 2.4610 -3.8927 -3.2324
C 1.6219 -3.2662 -2.3337
H 3.9748 0.6077 3.6489
H 5.8484 -0.5991 2.4661
H 5.2954 -1.8988 0.4121
H 1.7323 0.5222 2.6585
H -3.7509 -3.3367 0.1928
H -4.2611 -3.2417 2.6403
H -2.5063 -2.3032 4.1760
H -0.4890 -1.3033 3.1714
H -1.4351 -4.2175 -3.4669
H 0.0428 -5.3196 -5.1473
H 2.4833 -5.1226 -4.9873
H 3.5357 -3.8101 -3.1425
S 1.4090 0.2010 -2.0384
C 2.0565 1.8125 -2.2359
C 2.6756 2.2068 -3.4234
C 3.1805 3.4905 -3.5426
C 3.0678 4.3878 -2.4818
C 2.4509 3.9976 -1.3057
C 1.9424 2.7044 -1.1811
S 1.1176 2.1717 0.2647
H 2.7648 1.5006 -4.2403
H 3.6700 3.7931 -4.4590
H 3.4657 5.3897 -2.5743
H 2.3586 4.6902 -0.4782
O -0.4513 0.7597 1.9099
S -1.6594 1.7155 1.8928
C -2.6178 1.2069 3.2960
C -3.9850 1.0981 3.1159
C -4.7768 0.7151 4.1934
C -4.1896 0.4442 5.4183
C -2.8098 0.5542 5.5806
C -2.0130 0.9355 4.5172
C -1.1056 3.2876 2.5087
C 0.0462 3.4047 3.2691
C 0.4000 4.6579 3.7405
C -0.3908 5.7646 3.4499
C -1.5370 5.6278 2.6809
C -1.8992 4.3783 2.1967
H -4.4313 1.2966 2.1490
H -5.8476 0.6262 4.0698
H -4.8065 0.1468 6.2559
H -2.3588 0.3439 6.5415
H -0.9403 1.0241 4.6318
H 0.6703 2.5421 3.4594
H 1.3006 4.7747 4.3285
H -0.1053 6.7409 3.8180
H -2.1437 6.4921 2.4478
H -2.7866 4.2646 1.5844
C -1.5879 -1.0959 -7.2394
C -1.5824 -0.4430 -5.8841
C -2.1052 -1.1001 -4.7720
C -2.0792 -0.5211 -3.5133
C -1.5133 0.7363 -3.3817
C -0.9708 1.4161 -4.4609
C -1.0259 0.8231 -5.7116
S -1.3855 1.5124 -1.7976
C -3.0858 2.0640 -1.6216
O -1.3443 0.3464 -0.7569
H -2.1971 -1.9984 -7.2410
H -0.5744 -1.3745 -7.5336
H -1.9758 -0.4225 -8.0040
H -2.5360 -2.0868 -4.8930
H -2.4590 -1.0550 -2.6507
H -0.4894 2.3781 -4.3257
H -0.6080 1.3439 -6.5649
H -3.7499 1.4104 -2.1801
H -3.1364 3.0845 -1.9999
H -3.3218 2.0456 -0.5599
*
```

Calculated values
Frontier orbital gap, eV: 6.540
Max |F|, eV/A: 1.46
Relative energy (zero: lowest compared OMol25 entry of this formula, charge and spin), eV: 0.411
DFT total energy, eV: -124212.970